Entry 1:
The following is a quantum chemistry calculation of C8H9NO3 in the gas phase at a distorted geometry, from OMol25.

Bonds (Å) are listed after each position.
Atoms and positions in Å:
1 O 2.36 -2.01 0.96  N2 1.295
2 N 1.85 -0.84 0.79  O1 1.295, C3 1.265, O12 1.351
3 C 1.78 0.01 1.73  N2 1.265, O4 1.452, H13 1.154
4 O 1.04 1.20 2.09  C3 1.452, C5 1.455
5 C 0.52 1.87 0.90  O4 1.455, C6 1.478, H14 1.159, H15 1.058
6 C -0.23 0.87 0.10  C5 1.478, C7 1.318, C11 1.517
7 C -1.52 0.60 0.23  C6 1.318, C8 1.593, H16 1.103
8 C -2.21 -0.59 -0.59  C7 1.593, C9 1.511, H17 1.066, H18 1.118
9 C -1.31 -1.33 -1.55  C8 1.511, C10 1.303, H19 1.102
10 C -0.14 -0.84 -1.84  C9 1.303, C11 1.550, H20 1.110
11 C 0.61 0.17 -0.94  C6 1.517, C10 1.550, O12 1.318, H21 1.208
12 O 1.65 -0.51 -0.50  N2 1.351, C11 1.318
13 H 1.91 -0.27 2.85  C3 1.154
14 H 1.44 2.21 0.29  C5 1.159
15 H -0.01 2.71 1.26  C5 1.058
16 H -2.17 1.15 0.92  C7 1.103
17 H -3.22 -0.36 -0.84  C8 1.066
18 H -2.27 -1.27 0.29  C8 1.118
19 H -1.75 -2.20 -2.08  C9 1.102
20 H 0.45 -1.54 -2.47  C10 1.110
21 H 1.20 0.98 -1.61  C11 1.208

As for the SMILES: [O-][N+]1=COCC2=CCC=C[C@@H]2O1. As for the spin multiplicity: 1. The value obtained for the energy above the lowest of the compared OMol25 structures with the same formula, charge and spin is 185.4 kcal per mole.

---

Entry 2:
The following is a quantum chemistry calculation of an isolated ion of composition C7H10N and charge +1 at a distorted geometry, from OMol25.

Bonds (Å) are listed after each position.
Atoms and positions in Å:
1 C 1.00 -0.33 1.56  C3 1.254, H9 1.058
2 C -0.05 0.26 -0.20  C3 1.640, C4 1.465, C5 1.504, N8 1.490
3 C 1.33 -0.44 0.35  C1 1.254, C2 1.640, C6 1.455
4 C -1.35 -0.41 -0.25  C2 1.465, C7 1.441, N8 1.264
5 C 0.14 1.75 -0.31  C2 1.504, H10 1.090, H11 1.087, H12 1.088
6 C 2.29 -0.86 -0.65  C3 1.455, H13 1.087, H14 1.089, H15 1.091
7 C -2.60 -0.66 0.41  C4 1.441, H16 1.091, H17 1.094, H18 1.087
8 N -0.65 -0.54 -1.30  C2 1.490, C4 1.264
9 H 0.60 -0.15 2.52  C1 1.058
10 H -0.37 2.10 -1.21  C5 1.090
11 H 1.19 2.02 -0.39  C5 1.087
12 H -0.29 2.27 0.55  C5 1.088
13 H 3.16 -1.30 -0.17  C6 1.087
14 H 2.60 -0.01 -1.25  C6 1.089
15 H 1.83 -1.58 -1.33  C6 1.091
16 H -3.01 -1.62 0.08  C7 1.091
17 H -3.32 0.11 0.09  C7 1.094
18 H -2.52 -0.62 1.49  C7 1.087

As for the spin multiplicity: 1. The net charge is +1. The value obtained for the energy above the lowest of the compared OMol25 structures with the same formula, charge and spin is 91.5 kcal per mole.